Here is an isolated molecule of C8H16NO5P in a non-equilibrium geometry from OMol25. Energies are from the ωB97M-V functional and the def2-TZVPD basis.

ORCA input file:
```
! RIJCOSX wB97M-V def2-TZVPD def2/J DEFGRID3
* xyz 0 1
C -2.545 0.936 -0.938
C -2.183 -0.504 -0.794
O -0.931 -0.583 -0.217
P 0.538 -0.494 -0.928
O 0.524 -0.090 -2.342
O 1.217 -1.912 -0.609
C 1.013 -2.791 0.481
C 1.664 -4.059 0.087
C 1.443 0.726 0.182
C 1.230 2.078 -0.358
C 0.743 3.179 0.606
C 2.065 3.277 0.108
N 2.752 0.218 -0.061
O 3.159 -0.591 0.770
O 3.350 0.460 -1.065
H -2.040 1.606 -0.157
H -2.135 1.354 -1.824
H -3.634 1.097 -1.101
H -2.144 -1.163 -1.733
H -3.028 -1.105 -0.172
H 1.726 -2.278 1.199
H -0.099 -3.039 0.851
H 2.670 -3.822 -0.308
H 1.839 -4.699 0.939
H 1.094 -4.505 -0.655
H 1.161 0.602 1.230
H 0.792 2.144 -1.341
H 0.390 2.786 1.590
H 0.095 3.806 0.137
H 2.132 4.058 -0.635
H 2.957 3.170 0.541
*
```

## Properties
Gap between HOMO and LUMO ... 10.72 eV
Highest occupied orbital energy ... -10.4709 eV



Here is a cluster of 9 separate species, C17H56O21P4 in total in a non-equilibrium geometry from OMol25. Energies are from the ωB97M-V functional and the def2-TZVPD basis.

ORCA input file:
```
! RIJCOSX wB97M-V def2-TZVPD def2/J DEFGRID3
* xyz 0 1
C 2.029 2.405 -5.753
O 1.501 3.673 -5.363
P 1.930 4.307 -3.950
O 3.329 4.759 -3.845
O 0.796 5.377 -3.760
C 0.881 6.729 -4.159
O 1.517 3.153 -2.927
C 1.157 3.445 -1.560
H 2.558 1.868 -4.961
H 2.801 2.599 -6.500
H 1.228 1.761 -6.103
H 0.936 7.413 -3.307
H -0.029 7.043 -4.668
H 1.763 6.904 -4.772
H 1.977 3.153 -0.912
H 0.289 2.817 -1.366
H 0.821 4.476 -1.476
C -0.095 4.024 5.673
O -0.284 3.756 4.283
P 0.439 2.455 3.688
O 0.118 2.138 2.295
O 0.098 1.281 4.711
C -1.252 0.844 4.838
O 1.971 2.718 3.995
C 2.957 1.766 3.626
H 0.101 5.086 5.788
H 0.770 3.516 6.112
H -0.934 3.644 6.256
H -1.997 1.616 4.634
H -1.357 0.507 5.872
H -1.474 -0.037 4.234
H 2.595 0.901 3.065
H 3.454 1.325 4.494
H 3.705 2.284 3.030
C -1.380 1.370 -3.288
O -2.139 0.180 -3.555
P -2.947 0.021 -4.907
O -4.229 0.737 -4.973
O -3.099 -1.576 -4.947
C -4.088 -2.236 -5.721
O -1.897 0.386 -6.041
C -2.345 0.600 -7.379
H -1.669 2.187 -3.946
H -0.323 1.102 -3.282
H -1.568 1.633 -2.244
H -3.610 -3.086 -6.210
H -4.553 -1.576 -6.454
H -4.868 -2.636 -5.070
H -1.942 1.551 -7.732
H -3.436 0.624 -7.399
H -1.990 -0.139 -8.099
C 2.224 -2.044 3.818
O 2.787 -2.224 2.531
P 2.360 -3.420 1.561
O 2.562 -3.112 0.141
O 3.241 -4.621 2.128
C 2.844 -5.399 3.251
O 0.842 -3.724 1.951
C 0.117 -4.650 1.122
H 1.693 -2.898 4.242
H 1.457 -1.262 3.826
H 3.000 -1.732 4.517
H 2.984 -4.906 4.213
H 3.363 -6.353 3.272
H 1.777 -5.625 3.181
H -0.393 -5.393 1.735
H 0.812 -5.237 0.516
H -0.550 -4.090 0.474
C -1.562 -3.162 4.038
O -1.050 -2.540 5.193
H -2.643 -3.356 4.056
H -1.445 -2.488 3.189
H -1.105 -4.143 3.875
H -1.511 -2.809 5.989
C 4.516 -0.001 0.877
O 5.421 0.646 1.775
H 3.489 0.330 1.051
H 4.737 0.405 -0.110
H 4.609 -1.080 0.916
H 5.508 0.116 2.571
C -2.522 -2.703 -1.662
O -2.592 -4.123 -1.704
H -1.853 -2.278 -2.409
H -3.505 -2.244 -1.825
H -2.217 -2.465 -0.642
H -2.424 -4.447 -2.591
C 0.156 -0.638 0.555
O -0.362 0.574 0.047
H -0.361 -0.906 1.481
H -0.063 -1.397 -0.201
H 1.245 -0.696 0.647
H -0.336 1.250 0.748
C -3.749 -0.724 1.650
O -3.982 -0.631 3.043
H -4.603 -1.127 1.102
H -3.316 0.185 1.228
H -2.983 -1.486 1.470
H -4.832 -0.215 3.203
*
```

## Properties
Gap between HOMO and LUMO ... 9.96 eV
Highest occupied orbital energy ... -9.5947 eV



Here is a structure of composition C28H28Ge2IrN3O8 from OMol25. Energies are from the ωB97M-V functional and the def2-TZVPD basis.

ORCA input file:
```
! RIJCOSX wB97M-V def2-TZVPD def2/J DEFGRID3
* xyz 1 2
Ir 1.055 1.451 0.215
O 1.660 2.786 -1.247
C 1.438 4.137 -0.762
C 0.021 4.124 -0.335
C -0.821 5.193 -0.531
C -2.132 5.116 -0.085
C -2.539 3.958 0.537
C -1.649 2.909 0.667
N -0.377 2.961 0.253
H 2.623 2.613 -1.167
H 1.639 4.851 -1.556
H 2.111 4.308 0.082
H -0.445 6.076 -1.028
H -2.813 5.943 -0.231
H -3.548 3.831 0.903
H -1.960 1.998 1.139
O 5.179 1.527 -0.063
C 4.121 1.043 0.261
O 3.067 1.767 0.554
C 3.929 -0.446 0.328
C 5.030 -1.196 0.004
C 4.948 -2.591 -0.048
C 3.788 -3.249 0.180
C 2.636 -2.496 0.510
C 2.674 -1.050 0.654
O 1.615 -0.407 1.004
N 1.498 -3.240 0.621
O 1.374 -4.385 -0.104
O 0.284 -2.769 0.926
N 6.151 -3.378 -0.397
O 6.018 -4.580 -0.487
O 7.175 -2.758 -0.578
H 5.960 -0.690 -0.218
H 3.742 -4.324 0.104
C -0.086 -1.362 3.444
Ge -1.537 -0.714 2.306
C -2.907 -2.124 2.215
C -2.360 0.692 3.421
Ge -0.898 -0.026 0.026
C -0.398 -1.602 -1.042
C -0.472 -2.914 -0.327
C 0.190 -4.140 -0.975
C 0.623 -3.958 -2.392
C 0.524 -2.775 -2.998
C 0.055 -1.568 -2.294
C -2.394 0.782 -0.958
C -3.723 0.600 -0.581
C -4.755 1.214 -1.280
C -4.470 2.023 -2.371
C -3.151 2.213 -2.763
C -2.126 1.598 -2.059
H -0.493 -1.436 4.454
H 0.750 -0.663 3.459
H 0.277 -2.342 3.146
H -3.160 -2.413 3.237
H -2.562 -3.023 1.706
H -3.823 -1.784 1.732
H -2.508 0.260 4.412
H -3.338 1.021 3.062
H -1.710 1.558 3.546
H -1.490 -3.146 -0.019
H -0.423 -5.028 -0.843
H 1.018 -4.826 -2.903
H 0.828 -2.674 -4.032
H 0.116 -0.629 -2.835
H -3.968 -0.022 0.274
H -5.781 1.060 -0.973
H -5.274 2.500 -2.916
H -2.924 2.839 -3.617
H -1.098 1.775 -2.364
*
```

## Properties
Gap between HOMO and LUMO (spin up / spin down) ... 7.56 / 6.08 eV
Highest occupied orbital energy (spin up / spin down) ... -11.3768 / -11.4841 eV



Here is a structure of composition C36H58N3O9P2S3V in a non-equilibrium geometry from OMol25. Energies are from the ωB97M-V functional and the def2-TZVPD basis.

ORCA input file:
```
! RIJCOSX wB97M-V def2-TZVPD def2/J DEFGRID3
* xyz 1 4
V 0.164 -0.161 0.041
O -1.116 -0.531 1.680
N -1.944 -1.467 2.116
C -2.967 -1.020 2.894
C -3.984 -1.821 3.299
C -3.944 -3.169 2.874
C -2.865 -3.603 2.172
C -1.754 -2.767 1.828
S -0.335 -3.455 1.193
H -2.885 0.025 3.157
H -4.770 -1.421 3.919
H -4.746 -3.850 3.115
H -2.774 -4.634 1.865
C -1.909 2.533 4.566
C -0.724 3.390 4.178
C -1.093 4.814 3.832
O 0.035 2.714 3.121
P -0.144 2.701 1.569
O 0.800 1.696 0.992
C -1.878 2.432 1.156
P -2.133 2.210 -0.618
O -1.101 1.268 -1.112
O -3.620 1.891 -0.918
C -4.499 0.781 -0.524
C -3.771 -0.529 -0.651
C -5.077 1.080 0.839
O -1.972 3.626 -1.278
C -3.011 4.647 -1.205
C -2.335 5.952 -0.860
C -3.740 4.669 -2.525
O 0.075 4.154 1.037
C 1.370 4.587 0.506
C 1.206 4.773 -0.981
C 1.767 5.843 1.240
H -2.293 2.856 5.533
H -1.614 1.489 4.649
H -2.724 2.617 3.846
H -0.009 3.399 5.003
H -1.782 4.872 2.990
H -0.220 5.413 3.591
H -1.588 5.260 4.694
H -2.457 3.288 1.504
H -2.182 1.504 1.655
H -5.294 0.831 -1.271
H -2.853 -0.524 -0.069
H -3.508 -0.735 -1.687
H -4.401 -1.339 -0.279
H -4.337 0.952 1.633
H -5.897 0.390 1.044
H -5.468 2.095 0.880
H -3.704 4.370 -0.404
H -1.705 6.285 -1.684
H -1.720 5.853 0.033
H -3.090 6.717 -0.681
H -3.038 4.886 -3.329
H -4.501 5.449 -2.514
H -4.223 3.716 -2.730
H 2.091 3.787 0.705
H 0.594 5.647 -1.199
H 0.731 3.903 -1.435
H 2.186 4.919 -1.435
H 1.000 6.609 1.130
H 2.696 6.233 0.825
H 1.926 5.655 2.300
S -0.829 -1.814 -1.524
C 0.558 -2.615 -2.030
N 1.314 -3.196 -1.048
C 2.474 -3.832 -1.249
C 2.949 -3.932 -2.526
C 2.129 -3.361 -3.516
N 0.997 -2.728 -3.313
H 0.889 -3.134 -0.097
H 2.963 -4.242 -0.375
H 3.871 -4.437 -2.754
H 2.440 -3.440 -4.554
O 1.607 0.149 -1.527
S 2.370 1.431 -1.844
C 4.034 0.885 -2.271
C 4.304 1.337 -3.704
C 2.979 1.139 -4.438
C 1.936 1.806 -3.549
H 3.959 -0.202 -2.198
H 4.737 1.248 -1.527
H 5.122 0.767 -4.142
H 4.592 2.390 -3.725
H 2.753 0.074 -4.533
H 2.983 1.568 -5.439
H 0.913 1.446 -3.659
H 1.946 2.892 -3.650
C 6.444 -4.258 3.852
C 5.203 -3.553 3.388
C 5.174 -2.882 2.169
C 4.043 -2.212 1.727
C 4.109 -1.459 0.425
C 2.904 -2.221 2.539
C 1.691 -1.539 2.123
O 1.558 -1.114 0.982
C 2.918 -2.855 3.798
C 1.741 -2.826 4.739
C 4.068 -3.522 4.190
H 7.145 -4.415 3.035
H 6.205 -5.226 4.289
H 6.955 -3.674 4.619
H 6.060 -2.875 1.548
H 5.120 -1.514 0.024
H 3.844 -0.408 0.568
H 3.406 -1.837 -0.323
H 0.937 -1.289 2.874
H 1.527 -1.812 5.081
H 1.957 -3.427 5.619
H 0.838 -3.214 4.268
H 4.080 -4.024 5.149
*
```

## Properties
Gap between HOMO and LUMO (spin up / spin down) ... 6.79 / 6.99 eV
Highest occupied orbital energy (spin up / spin down) ... -8.7126 / -9.0266 eV



Here is an isolated molecule of C3H4N2O2S in a non-equilibrium geometry from OMol25. Energies are from the ωB97M-V functional and the def2-TZVPD basis.

ORCA input file:
```
! RIJCOSX wB97M-V def2-TZVPD def2/J DEFGRID3
* xyz 0 1
H -0.057 0.026 -2.804
N -0.156 0.755 -2.110
C 0.102 0.297 -0.947
C 0.279 -1.019 -0.359
C 0.243 -0.849 0.991
O 0.372 -1.632 2.055
O 0.095 0.462 1.400
N 0.297 1.206 0.154
S -0.291 2.760 0.294
H 0.185 -1.965 -0.851
H 0.592 -2.526 1.754
H -1.660 2.484 0.424
*
```

## Properties
Gap between HOMO and LUMO ... 9.16 eV
Highest occupied orbital energy ... -8.8501 eV



Here is a cluster of 8 separate species, C18H52O8 in total in a non-equilibrium geometry from OMol25. Energies are from the ωB97M-V functional and the def2-TZVPD basis.

ORCA input file:
```
! RIJCOSX wB97M-V def2-TZVPD def2/J DEFGRID3
* xyz 0 1
C -11.304 -13.796 -3.548
C -10.583 -13.064 -2.438
C -10.605 -11.575 -2.650
O -11.227 -13.424 -1.172
H -12.376 -13.685 -3.438
H -11.120 -14.866 -3.504
H -10.991 -13.464 -4.554
H -9.596 -13.397 -2.251
H -11.651 -11.156 -2.614
H -10.166 -11.318 -3.591
H -9.985 -11.150 -1.851
H -11.947 -12.800 -1.057
C -6.385 -11.266 -1.878
C -7.110 -10.905 -0.568
C -7.910 -9.632 -0.683
O -8.022 -12.008 -0.379
H -7.142 -11.227 -2.661
H -5.835 -12.232 -1.862
H -5.637 -10.478 -2.106
H -6.436 -10.860 0.303
H -8.077 -9.207 0.302
H -8.870 -9.782 -1.152
H -7.434 -8.832 -1.229
H -7.649 -12.597 0.317
C -9.237 -17.087 -3.717
C -8.795 -16.276 -4.967
C -7.322 -16.030 -5.035
O -9.265 -16.927 -6.150
H -10.321 -17.217 -3.782
H -8.868 -16.613 -2.785
H -8.791 -18.083 -3.856
H -9.304 -15.288 -5.000
H -7.096 -15.292 -4.238
H -6.889 -15.673 -5.966
H -6.723 -16.942 -4.792
H -8.909 -17.828 -6.132
C -12.649 -15.949 1.156
C -11.516 -16.640 0.435
C -11.921 -17.323 -0.813
O -10.412 -15.735 0.183
H -13.351 -16.667 1.538
H -13.098 -15.310 0.411
H -12.167 -15.434 1.963
H -11.106 -17.357 1.170
H -12.491 -16.779 -1.552
H -12.465 -18.254 -0.662
H -11.020 -17.540 -1.377
H -10.708 -14.841 -0.027
C -3.681 -16.112 -1.595
C -3.652 -14.603 -1.566
C -3.627 -13.973 -2.935
O -4.825 -14.144 -0.843
H -4.648 -16.389 -2.036
H -3.674 -16.502 -0.553
H -2.879 -16.500 -2.222
H -2.765 -14.326 -1.016
H -4.339 -14.486 -3.588
H -2.716 -14.120 -3.507
H -3.817 -12.904 -2.828
H -5.648 -14.265 -1.371
C -6.127 -17.384 1.580
C -7.198 -17.280 0.553
C -8.220 -18.399 0.596
O -7.774 -15.921 0.747
H -6.476 -17.614 2.558
H -5.677 -16.379 1.575
H -5.349 -18.132 1.393
H -6.830 -17.183 -0.449
H -7.764 -19.269 0.136
H -9.125 -18.214 0.028
H -8.557 -18.588 1.627
H -8.728 -16.054 0.665
O -6.546 -13.481 1.400
H -7.026 -14.312 1.374
H -5.724 -13.551 0.881
O -7.443 -14.517 -1.939
H -7.565 -14.844 -1.023
H -7.710 -13.573 -1.908
*
```

## Properties
Gap between HOMO and LUMO ... 10.47 eV
Highest occupied orbital energy ... -9.7333 eV



Here is a structure of composition C22H32B2N8O2Re from OMol25. Energies are from the ωB97M-V functional and the def2-TZVPD basis.

ORCA input file:
```
! RIJCOSX wB97M-V def2-TZVPD def2/J DEFGRID3
* xyz 3 3
Re -0.280 0.132 -0.150
C -0.515 2.597 2.491
C -0.400 1.145 2.784
C -0.317 0.487 3.987
C -0.213 -0.873 3.690
N -0.235 -1.059 2.373
N -0.345 0.196 1.793
B -0.169 -2.317 1.419
N 1.105 -2.083 0.465
C 2.141 -2.884 0.266
C 3.034 -2.300 -0.645
C 2.499 -1.094 -1.011
C 3.007 -0.060 -1.946
N 1.308 -0.946 -0.327
N -1.462 -2.227 0.485
C -2.428 -3.102 0.260
C -3.326 -2.590 -0.694
C -2.858 -1.360 -1.065
C -3.369 -0.361 -2.039
N -1.705 -1.127 -0.330
N -0.100 -3.645 2.037
C -0.073 -4.189 3.300
C -0.016 -5.539 3.169
C -0.011 -5.790 1.769
C 0.040 -7.109 1.079
N -0.062 -4.655 1.098
H -0.771 3.133 3.402
H 0.437 2.992 2.128
H -1.300 2.798 1.758
H -0.335 0.931 4.968
H -0.126 -1.700 4.371
H 2.190 -3.836 0.771
H 3.962 -2.723 -0.992
H 3.979 -0.362 -2.326
H 2.334 0.061 -2.798
H 3.109 0.900 -1.439
H -2.428 -4.052 0.772
H -4.210 -3.081 -1.066
H -4.319 -0.697 -2.445
H -3.525 0.611 -1.567
H -2.675 -0.243 -2.874
H -0.102 -3.608 4.202
H 0.015 -6.265 3.964
H 0.077 -7.919 1.803
H -0.837 -7.252 0.449
H 0.921 -7.180 0.441
C -0.674 5.223 -0.525
C -0.420 4.247 -1.652
C -0.954 4.755 -2.968
O -1.227 2.996 -1.296
B -0.315 2.224 -0.750
O 0.998 2.454 -0.763
C 1.061 3.712 -1.721
C 1.464 3.154 -3.062
C 2.101 4.631 -1.143
H -1.746 5.390 -0.432
H -0.204 6.182 -0.741
H -0.288 4.865 0.431
H -1.988 5.072 -2.839
H -0.912 4.005 -3.754
H -0.379 5.627 -3.286
H 0.739 2.435 -3.451
H 2.444 2.686 -2.992
H 1.542 3.968 -3.783
H 1.887 4.918 -0.117
H 2.143 5.539 -1.749
H 3.083 4.163 -1.186
*
```

## Properties
Gap between HOMO and LUMO (spin up / spin down) ... 5.80 / 4.94 eV
Highest occupied orbital energy (spin up / spin down) ... -17.1601 / -17.1602 eV



Here is a structure of composition C3H7NO in a non-equilibrium geometry from OMol25. Energies are from the ωB97M-V functional and the def2-TZVPD basis.

ORCA input file:
```
! RIJCOSX wB97M-V def2-TZVPD def2/J DEFGRID3
* xyz 0 1
C 1.386 -0.359 -0.448
C -1.197 -0.764 0.898
C -1.250 0.043 -0.165
O -1.847 0.185 -1.195
N 0.199 1.112 -0.078
H 1.533 -1.204 0.236
H 0.978 -0.674 -1.405
H 2.232 0.301 -0.517
H -0.553 -0.542 1.730
H -1.946 -1.533 0.990
H 0.391 1.631 0.782
H 0.074 1.802 -0.827
*
```

## Properties
Gap between HOMO and LUMO ... 7.59 eV
Highest occupied orbital energy ... -7.4753 eV



These records have energy relative to the best compared isomer or geometry (same formula, charge and spin) values of 4.8 0.0 56.2 15.9 78.4 7.7 20.6 98.3 kcal/mol, in the order they appear.